Below is an isolated ion of composition C2H12N6 and charge +2 in a non-equilibrium geometry, with properties calculated with the ωB97M-V functional and the def2-TZVPD basis.

Element x y z (Å)
N: -0.82 -2.74 -0.47
N: -1.07 -1.64 -1.29
C: -1.18 -0.32 -0.80
N: 0.23 0.35 -0.64
N: 0.67 0.92 -1.78
C: 1.03 0.19 0.46
N: 1.01 1.74 1.39
N: 0.13 1.85 2.40
H: -0.61 -3.53 -1.12
H: -1.56 -3.03 0.34
H: -0.76 -1.76 -2.25
H: -1.63 -0.48 0.25
H: -1.63 0.38 -1.35
H: 1.62 1.13 -1.73
H: 0.10 1.53 -2.34
H: 0.75 -0.52 1.27
H: 2.10 0.22 0.22
H: 2.00 1.83 1.81
H: 0.27 1.50 3.34
H: -0.66 2.39 2.28

E_HOMO (alpha / beta) = -16.595 / -16.447 eV
LUMO (alpha / beta) = -9.8 / -10.8 eV
Total charge = +2
Multiplicity = 1
Energy relative to the best compared isomer or geometry (same formula, charge and spin) = 48.53 kcal/mol
Kohn-Sham gap (alpha / beta) = 6.794 / 5.673 eV

Which charges does Löwdin predict for the atoms? In e, they are:
1 N 0.182
2 N 0.048
3 C -0.042
4 N -0.174
5 N 0.149
6 C -0.024
7 N -0.001
8 N 0.086
9 H 0.164
10 H 0.235
11 H 0.187
12 H 0.178
13 H 0.097
14 H 0.101
15 H 0.142
16 H 0.133
17 H 0.136
18 H 0.160
19 H 0.139
20 H 0.101